Record 1
138
Properties=species:S:1:pos:R:3:mulliken_charge:R:1 method="wB97M-V/def2-TZVPD" homo_lumo_gap_ev=10.08 total_charge=0 e_homo_ev=-9.80 smiles="O=S1(=O)CCCC1.O=S1(=O)CCCC1.O=S1(=O)CCCC1.O=S1(=O)CCCC1.O=S1(=O)CCCC1.CCO.CCO.CCO.CCO.CCO.CCO.CCO"
O -5.605 -22.023 -4.977 -0.599
S -6.568 -20.957 -4.851 1.002
O -6.724 -20.400 -3.529 -0.075
C -6.338 -19.773 -6.122 -0.829
C -7.107 -20.366 -7.311 -0.888
C -8.444 -20.906 -6.819 -0.525
C -8.129 -21.555 -5.483 0.057
H -5.272 -19.714 -6.327 0.612
H -6.735 -18.849 -5.729 0.278
H -7.255 -19.697 -8.119 0.515
H -6.528 -21.213 -7.707 0.275
H -9.075 -21.528 -7.474 0.435
H -9.005 -20.008 -6.567 0.017
H -8.109 -22.631 -5.552 0.645
H -8.895 -21.277 -4.750 -0.479
O -9.919 -23.894 -3.199 -0.351
S -8.596 -24.356 -2.756 1.034
O -7.809 -25.199 -3.640 -0.807
C -7.695 -22.935 -2.127 0.340
C -7.440 -23.154 -0.642 0.691
C -8.683 -23.901 -0.134 0.182
C -8.850 -25.084 -1.145 0.295
H -8.273 -22.023 -2.354 -0.504
H -6.794 -22.826 -2.721 0.482
H -6.561 -23.801 -0.607 -0.678
H -7.196 -22.227 -0.151 -0.550
H -9.546 -23.231 -0.237 -0.650
H -8.396 -24.240 0.846 0.779
H -9.839 -25.543 -1.044 -0.763
H -8.091 -25.844 -1.014 0.168
O -10.011 -19.461 -4.319 -0.788
S -9.502 -18.163 -3.987 1.427
O -8.379 -17.675 -4.738 -0.823
C -10.811 -16.929 -4.037 -0.920
C -10.824 -16.275 -2.644 -0.775
C -10.478 -17.369 -1.651 -0.236
C -9.227 -18.073 -2.199 -0.351
H -11.720 -17.497 -4.241 0.334
H -10.609 -16.246 -4.873 0.509
H -10.098 -15.458 -2.635 0.308
H -11.776 -15.745 -2.487 0.405
H -11.309 -18.025 -1.575 -0.066
H -10.256 -17.015 -0.637 0.380
H -9.015 -19.090 -1.853 -0.370
H -8.320 -17.489 -2.123 0.701
O -14.588 -23.447 -2.150 -0.660
S -14.076 -22.160 -1.715 1.248
O -15.002 -21.186 -1.196 -0.750
C -12.793 -22.216 -0.456 -0.311
C -11.842 -21.092 -0.817 -0.473
C -11.704 -21.109 -2.329 2.753
C -13.097 -21.324 -2.949 -1.159
H -12.320 -23.195 -0.504 -0.285
H -13.340 -22.206 0.514 0.532
H -12.289 -20.151 -0.474 0.547
H -10.872 -21.234 -0.306 0.082
H -11.096 -21.962 -2.707 -0.896
H -11.256 -20.200 -2.744 -1.465
H -13.055 -22.041 -3.736 0.393
H -13.660 -20.407 -3.140 0.565
O -8.885 -28.033 0.868 -0.771
S -9.767 -27.285 1.689 1.279
O -9.225 -26.136 2.383 -0.506
C -11.326 -26.739 0.839 0.046
C -12.496 -27.295 1.645 -0.791
C -11.938 -27.527 3.048 -0.463
C -10.608 -28.232 2.881 -0.976
H -11.285 -27.070 -0.219 0.212
H -11.343 -25.664 0.913 -0.168
H -13.451 -26.703 1.575 0.358
H -12.775 -28.263 1.266 0.362
H -12.621 -28.200 3.619 0.450
H -11.853 -26.572 3.586 0.110
H -10.835 -29.233 2.527 0.380
H -9.935 -28.341 3.693 0.522
C -11.736 -22.619 2.855 -0.356
C -10.858 -22.932 4.022 0.017
O -10.797 -24.338 4.257 -0.540
H -12.067 -21.558 2.846 0.418
H -12.609 -23.288 2.955 0.298
H -11.288 -22.849 1.902 -0.263
H -11.244 -22.535 4.970 0.311
H -9.815 -22.633 3.875 -0.102
H -10.133 -24.740 3.685 0.258
C -12.590 -25.184 -4.327 -1.423
C -12.450 -25.456 -2.854 1.035
O -11.396 -26.541 -2.601 -0.527
H -11.655 -24.768 -4.723 0.173
H -13.442 -24.571 -4.510 0.367
H -12.814 -26.178 -4.783 0.473
H -13.368 -25.682 -2.281 0.389
H -11.941 -24.607 -2.449 -0.773
H -11.295 -26.968 -3.432 0.246
C -3.845 -20.260 -1.925 -0.774
C -4.457 -19.007 -1.363 -0.256
O -5.879 -18.985 -1.388 -0.234
H -2.788 -20.195 -1.850 0.505
H -4.163 -20.356 -2.992 0.116
H -4.132 -21.151 -1.327 0.012
H -4.152 -18.225 -2.036 0.204
H -4.239 -18.804 -0.327 0.318
H -6.236 -19.160 -2.283 0.082
C -4.032 -25.556 -3.097 -1.470
C -4.640 -26.055 -1.843 0.999
O -3.645 -26.262 -0.782 -0.555
H -4.702 -25.633 -3.946 0.332
H -3.135 -26.180 -3.256 0.483
H -3.660 -24.532 -2.974 0.371
H -5.165 -27.004 -1.900 0.201
H -5.321 -25.307 -1.414 -0.629
H -2.806 -26.152 -1.198 0.251
C -4.939 -22.602 4.268 -1.280
C -6.218 -22.267 3.489 0.238
O -6.122 -22.708 2.166 -0.171
H -4.894 -23.634 4.551 0.312
H -4.804 -21.990 5.185 0.366
H -4.091 -22.422 3.620 0.316
H -6.411 -21.184 3.427 0.125
H -7.114 -22.676 3.985 -0.006
H -5.734 -23.605 2.080 0.084
C -5.442 -27.747 2.040 -1.477
C -6.063 -26.382 1.919 1.033
O -5.057 -25.422 1.661 -0.627
H -4.975 -28.045 1.108 0.325
H -6.189 -28.500 2.245 0.362
H -4.777 -27.726 2.883 0.372
H -6.605 -26.067 2.842 0.259
H -6.752 -26.368 1.066 -0.480
H -4.481 -25.726 0.911 0.201
C -6.509 -18.418 1.693 -0.907
C -7.529 -19.356 1.080 1.261
O -8.877 -19.342 1.620 -0.583
H -6.141 -18.730 2.682 0.309
H -6.883 -17.411 1.738 0.385
H -5.643 -18.399 1.012 -0.084
H -7.069 -20.310 1.051 -0.474
H -7.633 -18.974 0.097 -0.151
H -8.795 -19.798 2.494 0.332

Record 2
129
Properties=species:S:1:pos:R:3:mulliken_charge:R:1 method="wB97M-V/def2-TZVPD" homo_lumo_gap_ev=6.41 total_charge=-1 e_homo_ev=-4.26
C -0.670 -0.950 0.219 0.523
C 0.570 -1.629 -0.376 1.509
O 0.342 -2.824 -1.014 -1.091
H -1.388 -0.652 -0.556 -0.103
H -0.400 0.026 0.649 0.001
H -1.133 -1.536 1.017 -0.700
H 1.228 -1.776 0.503 -0.610
H 1.019 -0.877 -1.055 -0.539
C 0.848 -4.399 3.179 -0.962
C -0.561 -4.862 3.442 0.292
C -1.386 -3.695 3.930 0.514
O -2.735 -4.114 4.138 -0.378
C -3.576 -3.051 4.484 -0.327
N -1.092 -5.535 2.258 -0.725
H 1.558 -5.209 3.010 0.370
H 1.295 -3.863 4.025 0.450
H 0.911 -3.733 2.316 -0.179
H -0.649 -5.631 4.219 0.255
H -1.440 -2.897 3.175 -0.682
H -0.975 -3.265 4.851 0.410
H -4.628 -3.256 4.307 0.306
H -3.260 -2.142 3.952 -0.176
H -3.446 -2.766 5.540 0.320
H -1.079 -4.945 1.427 0.207
H -2.070 -5.739 2.439 0.348
C 1.092 -3.930 -6.574 -1.432
C 1.914 -3.920 -5.287 0.468
C 2.305 -2.517 -4.873 0.026
O 3.258 -2.506 -3.831 -0.408
C 3.549 -1.204 -3.427 -0.621
N 1.143 -4.545 -4.200 -0.663
H 0.766 -4.960 -6.731 0.403
H 1.728 -3.686 -7.435 0.394
H 0.207 -3.296 -6.549 0.249
H 2.873 -4.427 -5.443 0.267
H 1.455 -1.908 -4.546 -0.401
H 2.749 -2.004 -5.742 0.359
H 4.115 -1.239 -2.493 0.309
H 2.655 -0.590 -3.275 0.132
H 4.248 -0.749 -4.151 0.431
H 0.476 -3.823 -3.920 0.304
H 0.628 -5.372 -4.462 0.239
C 3.286 6.142 0.214 -2.157
C 3.061 4.633 -0.007 2.118
C 1.613 4.349 0.402 -1.715
C 1.164 2.931 -0.006 2.082
C 1.408 2.744 -1.485 -0.614
C 2.826 3.068 -1.977 2.188
N 3.277 4.343 -1.424 0.428
O 4.523 4.752 -1.938 -0.511
C 3.834 1.912 -1.845 -1.521
C 2.602 3.291 -3.495 -2.468
C 4.058 3.832 0.828 -1.880
H 4.313 6.367 -0.091 0.484
H 3.151 6.474 1.242 0.345
H 2.687 6.762 -0.456 0.420
H 1.539 4.446 1.487 0.513
H 0.952 5.095 -0.042 0.400
H 0.151 2.738 0.343 -1.350
H 1.791 2.184 0.497 0.254
H 0.635 3.287 -2.044 0.398
H 1.180 1.722 -1.808 -0.657
H 4.748 2.164 -1.306 0.277
H 3.423 1.050 -1.317 0.122
H 4.167 1.529 -2.811 0.366
H 3.558 3.311 -4.031 0.611
H 2.109 2.444 -3.979 0.325
H 2.065 4.221 -3.681 0.455
H 3.926 2.752 0.738 0.391
H 3.909 4.055 1.891 0.415
H 5.096 4.009 0.545 0.368
H 4.256 5.234 -2.728 0.361
C -3.184 0.650 1.317 -1.502
C -3.885 1.493 2.415 2.453
C -3.180 1.200 3.743 -0.650
C -1.894 2.017 3.928 -0.446
C -2.193 3.510 3.726 -1.491
C -2.805 3.797 2.340 1.833
N -3.948 2.912 2.096 0.274
O -4.606 3.216 0.897 -0.469
C -3.236 5.271 2.386 -1.977
C -1.713 3.662 1.262 -1.547
C -5.307 0.953 2.565 -2.173
H -3.283 -0.428 1.442 0.239
H -2.104 0.797 1.216 -0.212
H -3.529 0.869 0.301 0.407
H -3.835 1.349 4.603 0.531
H -2.792 0.180 3.747 -0.197
H -1.201 1.731 3.133 -0.098
H -1.392 2.005 4.896 0.547
H -1.254 4.053 3.831 0.442
H -2.958 3.812 4.446 0.426
H -3.793 5.610 3.256 0.367
H -2.368 5.936 2.314 0.346
H -3.759 5.525 1.459 0.408
H -0.973 4.457 1.365 0.577
H -1.243 2.683 1.217 -0.490
H -2.108 3.819 0.250 0.313
H -5.366 -0.126 2.693 0.259
H -5.978 1.234 1.748 0.339
H -5.776 1.479 3.403 0.566
H -3.953 3.030 0.197 0.390
C 3.681 -2.330 2.566 -0.748
C 4.464 -2.775 1.341 0.015
O 4.222 -4.147 1.045 -0.519
H 4.065 -1.337 2.829 0.366
H 3.907 -2.958 3.429 0.388
H 2.618 -2.279 2.353 -0.032
H 5.529 -2.589 1.544 0.327
H 4.208 -2.247 0.428 -0.068
H 4.532 -4.671 1.790 0.298
C -4.105 -2.136 -0.687 -0.490
C -3.339 -3.393 -1.098 0.108
O -2.382 -3.749 -0.125 -0.501
H -3.524 -1.219 -0.622 -0.166
H -4.583 -2.228 0.291 0.282
H -4.860 -2.027 -1.476 0.370
H -2.790 -3.164 -2.018 -0.138
H -4.023 -4.223 -1.278 0.382
H -1.560 -3.242 -0.275 0.243
C -0.743 -0.064 -3.735 -0.716
C -1.645 -1.239 -3.455 0.411
O -0.976 -2.487 -3.450 -0.751
H -1.379 0.822 -3.867 0.490
H -0.073 -0.158 -4.588 0.301
H -0.158 0.222 -2.854 -0.199
H -2.500 -1.265 -4.139 0.435
H -2.120 -1.085 -2.476 -0.580
H -0.610 -2.574 -2.525 0.486

Record 3
143
Properties=species:S:1:pos:R:3:mulliken_charge:R:1 method="wB97M-V/def2-TZVPD" homo_lumo_gap_ev=4.93 total_charge=-1 e_homo_ev=-3.32
C -4.955 -1.839 1.066 -1.287
C -5.761 -1.128 -0.021 -0.311
C -5.165 0.206 -0.494 -0.587
C -3.702 0.197 -0.995 -0.030
C -3.617 -0.235 -2.479 -1.084
C -3.680 -1.736 -2.762 -0.704
C -2.498 -2.628 -2.307 0.096
C -3.042 -3.951 -1.761 -0.371
C -2.069 -5.128 -1.637 -1.052
C -0.642 -4.948 -1.030 -0.037
C 0.374 -5.431 -2.088 -0.792
C 1.854 -5.622 -1.730 -0.781
C 2.803 -4.475 -2.117 -0.518
P 3.537 -3.511 -0.634 0.627
C 4.355 -2.707 0.899 -0.595
C 3.720 -1.410 1.408 -0.393
C 2.267 -1.590 1.873 0.084
N 1.510 -0.323 1.733 -0.583
O 4.854 -2.883 -1.697 -0.337
C 4.786 -1.591 -2.217 0.224
C 4.170 -1.457 -3.610 0.145
C 4.532 -2.636 -4.513 -1.214
O 2.762 -1.192 -3.557 -0.555
H -5.275 -2.882 1.158 0.340
H -3.883 -1.874 0.842 0.238
H -5.072 -1.359 2.040 0.371
H -5.960 -1.798 -0.861 0.325
H -6.749 -0.900 0.401 0.371
H -5.233 0.900 0.353 0.336
H -5.797 0.594 -1.297 0.076
H -3.336 1.229 -0.951 0.195
H -3.022 -0.378 -0.360 0.193
H -4.486 0.235 -2.952 0.351
H -2.735 0.193 -2.971 0.364
H -3.772 -1.896 -3.842 0.473
H -4.597 -2.120 -2.312 0.043
H -1.894 -2.813 -3.203 0.292
H -1.845 -2.126 -1.584 0.209
H -3.810 -4.296 -2.466 0.352
H -3.551 -3.749 -0.810 -0.091
H -1.917 -5.521 -2.643 0.472
H -2.597 -5.905 -1.072 0.281
H -0.452 -3.930 -0.679 0.101
H -0.564 -5.601 -0.155 0.342
H 0.268 -4.773 -2.959 0.241
H 0.002 -6.418 -2.390 0.380
H 2.162 -6.500 -2.312 0.366
H 1.978 -5.890 -0.673 0.439
H 2.293 -3.823 -2.839 -0.114
H 3.676 -4.923 -2.602 0.390
H 4.389 -4.691 -0.385 -0.441
H 2.474 -4.050 0.230 -0.144
H 2.701 -2.336 -0.883 -0.226
H 5.422 -2.561 0.686 0.157
H 4.304 -3.443 1.714 0.196
H 3.759 -0.594 0.679 0.225
H 4.301 -1.046 2.275 0.232
H 1.790 -2.417 1.340 -0.143
H 2.230 -1.847 2.941 0.314
H 1.062 -0.264 0.827 0.195
H 0.825 -0.212 2.465 0.181
H 4.336 -0.867 -1.524 0.021
H 5.831 -1.286 -2.369 -0.302
H 4.645 -0.563 -4.047 0.413
H 4.728 -2.304 -5.541 0.388
H 3.744 -3.391 -4.549 0.238
H 5.451 -3.095 -4.141 0.230
H 2.357 -1.683 -4.267 0.336
O -9.304 1.687 -0.436 -0.653
S -9.221 2.359 -1.697 1.243
O -7.959 2.528 -2.345 -0.572
O -9.989 3.754 -1.598 -0.285
C -9.799 4.715 -0.544 -0.434
C -8.427 5.309 -0.390 -0.911
C -10.350 1.621 -2.828 -0.992
H -10.076 4.246 0.405 0.301
H -10.550 5.466 -0.779 0.293
H -7.723 4.544 -0.056 0.267
H -8.479 6.078 0.381 0.430
H -8.020 5.749 -1.301 0.308
H -11.313 1.506 -2.340 0.314
H -9.934 0.650 -3.091 0.378
H -10.424 2.251 -3.710 0.318
O 4.551 -4.370 3.812 -0.608
S 5.344 -4.040 4.950 1.175
O 6.675 -4.553 5.085 -0.658
O 4.514 -4.392 6.272 -0.302
C 3.997 -5.732 6.381 -0.339
C 5.068 -6.758 6.697 -0.977
C 5.375 -2.293 5.155 -0.947
H 3.458 -5.985 5.467 0.312
H 3.270 -5.684 7.190 0.276
H 5.778 -6.857 5.877 0.297
H 4.606 -7.731 6.869 0.388
H 5.627 -6.468 7.587 0.258
H 4.360 -1.913 5.077 0.278
H 5.988 -1.901 4.346 0.360
H 5.817 -2.059 6.119 0.380
O -3.721 7.267 -2.623 -0.675
S -4.512 7.365 -1.434 1.247
O -5.853 7.874 -1.508 -0.630
O -3.699 8.232 -0.372 -0.176
C -3.240 9.534 -0.782 -0.455
C -4.352 10.563 -0.854 -0.979
C -4.609 5.852 -0.552 -0.725
H -2.713 9.447 -1.734 0.374
H -2.511 9.819 -0.026 0.253
H -5.067 10.323 -1.638 0.294
H -3.929 11.546 -1.064 0.380
H -4.895 10.605 0.090 0.259
H -3.636 5.397 -0.410 0.146
H -5.242 5.212 -1.167 0.378
H -5.082 6.048 0.406 0.307
O 8.264 -0.080 -2.577 -0.670
S 8.625 -0.545 -1.271 1.205
O 7.921 -0.078 -0.118 -0.611
O 10.191 -0.274 -1.065 -0.252
C 10.658 1.070 -1.276 -0.356
C 10.279 2.014 -0.152 -0.977
C 8.664 -2.300 -1.248 -0.734
H 10.295 1.430 -2.240 0.328
H 11.741 0.980 -1.344 0.285
H 9.201 2.155 -0.097 0.300
H 10.745 2.987 -0.314 0.380
H 10.609 1.617 0.808 0.252
H 9.224 -2.653 -2.109 0.321
H 7.623 -2.632 -1.299 0.146
H 9.118 -2.627 -0.316 0.344
O -2.601 4.758 1.567 -0.593
S -1.344 4.090 1.688 1.153
O -1.295 2.665 1.606 -0.527
O -0.670 4.584 3.038 -0.319
C -1.480 4.472 4.241 -0.345
C -1.649 3.051 4.738 -0.932
C -0.169 4.760 0.564 -1.068
H -2.446 4.943 4.055 0.279
H -0.950 5.075 4.973 0.289
H -2.222 2.445 4.038 0.252
H -2.179 3.065 5.691 0.388
H -0.682 2.569 4.880 0.275
H -0.187 5.845 0.633 0.338
H -0.466 4.434 -0.431 0.391
H 0.812 4.362 0.811 0.401